Record 1
{
  "formula": "C44H67N11",
  "method": "ωB97M-V/def2-TZVPD",
  "species": ["C", "C", "C", "N", "C", "H", "H", "H", "H", "H", "C", "C", "C", "N", "C", "H", "H", "H", "H", "H", "C", "C", "C", "N", "C", "H", "H", "H", "H", "H", "C", "C", "C", "N", "C", "H", "H", "H", "H", "H", "C", "C", "C", "N", "C", "H", "H", "H", "H", "H", "C", "C", "C", "C", "N", "H", "H", "H", "H", "H", "H", "H", "C", "C", "C", "C", "N", "H", "H", "H", "H", "H", "H", "H", "C", "C", "C", "C", "N", "H", "H", "H", "H", "H", "H", "H", "C", "C", "C", "C", "N", "H", "H", "H", "H", "H", "H", "H", "C", "C", "C", "C", "N", "H", "H", "H", "H", "H", "H", "H", "C", "C", "C", "C", "N", "H", "H", "H", "H", "H", "H", "H"],
  "positions_angstrom": [[0.183, 5.510, -0.510], [-1.089, 6.068, -0.743], [-1.998, 5.054, -0.908], [-1.374, 3.837, -0.865], [-0.002, 4.141, -0.627], [1.119, 6.004, -0.295], [-1.330, 7.121, -0.754], [-3.022, 5.199, -1.219], [-1.764, 2.975, -1.219], [0.732, 3.350, -0.586], [5.202, -0.733, -2.793], [3.975, -1.195, -2.212], [2.949, -0.858, -3.043], [3.471, 0.022, -4.001], [4.846, 0.079, -3.881], [6.182, -0.820, -2.348], [3.890, -1.934, -1.430], [1.913, -1.160, -3.029], [2.887, 0.413, -4.726], [5.295, 0.815, -4.530], [-4.604, -2.232, -1.446], [-5.349, -2.473, -2.614], [-4.505, -3.055, -3.532], [-3.274, -3.311, -2.984], [-3.325, -2.672, -1.772], [-4.828, -1.828, -0.470], [-6.347, -2.177, -2.902], [-4.693, -3.425, -4.530], [-2.474, -3.741, -3.426], [-2.528, -2.575, -1.050], [3.597, 3.045, -1.341], [4.055, 4.043, -2.205], [3.939, 5.273, -1.651], [3.462, 5.042, -0.357], [3.426, 3.638, -0.129], [3.439, 2.010, -1.610], [4.214, 3.871, -3.259], [4.052, 6.250, -2.096], [3.273, 5.666, 0.414], [3.153, 3.333, 0.870], [-0.747, -0.178, -0.515], [0.523, 0.409, -0.574], [1.161, -0.152, 0.452], [0.321, -0.889, 1.242], [-0.897, -0.960, 0.596], [-1.344, 0.073, -1.379], [0.928, 1.054, -1.339], [2.217, -0.038, 0.646], [0.494, -1.510, 2.020], [-1.686, -1.634, 0.896], [-0.910, 4.895, -5.880], [0.470, 4.823, -5.243], [0.369, 4.174, -3.851], [-0.201, 2.868, -3.626], [-0.657, 1.835, -3.362], [-1.035, 3.895, -6.295], [-1.020, 5.574, -6.726], [-1.769, 5.145, -5.257], [0.614, 5.903, -5.284], [1.332, 4.479, -5.815], [-0.143, 4.804, -3.123], [1.375, 3.954, -3.497], [-3.948, 1.291, 0.241], [-3.895, 1.380, 1.797], [-2.908, 2.460, 2.319], [-3.469, 3.888, 2.444], [-3.939, 4.929, 2.679], [-4.334, 2.269, -0.048], [-4.716, 0.612, -0.129], [-3.061, 1.171, -0.381], [-3.490, 0.400, 2.048], [-4.860, 1.505, 2.288], [-1.926, 2.526, 1.849], [-2.730, 2.135, 3.345], [6.920, 0.366, 1.170], [6.986, -0.702, 2.188], [6.243, -0.170, 3.374], [4.748, -0.372, 3.280], [3.597, -0.577, 3.165], [7.455, -0.147, 0.370], [7.612, 1.183, 1.372], [6.025, 0.759, 0.686], [8.019, -0.777, 2.529], [6.615, -1.641, 1.778], [6.626, 0.850, 3.380], [6.534, -0.688, 4.287], [-4.312, -2.498, 2.303], [-4.697, -2.948, 3.719], [-5.132, -1.849, 4.583], [-4.369, -0.559, 4.776], [-3.781, 0.396, 5.002], [-3.996, -3.302, 1.638], [-3.453, -1.835, 2.398], [-5.035, -2.027, 1.638], [-3.866, -3.510, 4.145], [-5.470, -3.716, 3.689], [-5.160, -2.361, 5.545], [-6.182, -1.644, 4.374], [-0.829, -2.635, 4.355], [-0.214, -3.735, 5.285], [-0.032, -5.174, 4.507], [-1.341, -5.690, 4.059], [-2.382, -6.178, 3.718], [-0.796, -1.595, 4.680], [-1.911, -2.773, 4.352], [-0.482, -2.736, 3.327], [-0.744, -3.740, 6.238], [0.795, -3.463, 5.597], [0.357, -6.015, 5.081], [0.736, -5.024, 3.747], [0.863, -3.497, -1.738], [0.368, -5.007, -1.771], [-0.207, -5.579, -0.505], [-0.914, -4.627, 0.424], [-1.527, -3.962, 1.076], [1.461, -3.275, -0.854], [0.070, -2.751, -1.793], [1.548, -3.246, -2.547], [1.049, -5.745, -2.194], [-0.373, -5.056, -2.570], [0.580, -5.968, 0.141], [-0.867, -6.417, -0.732]],
  "forces_ev_per_a": [[-0.525, -1.564, -0.235], [-0.475, 0.503, 0.346], [-0.404, 0.517, -0.925], [2.041, 1.833, 0.416], [-0.539, -0.755, -0.041], [-0.236, -0.086, -0.127], [-0.089, -0.079, 0.055], [-0.073, -0.386, 0.276], [0.300, 0.016, 0.247], [-0.155, -0.011, 0.110], [-0.634, 1.633, -0.387], [0.639, -1.292, -0.735], [0.340, 1.372, -0.493], [-0.652, -1.452, 0.758], [-0.947, -0.241, 0.703], [-0.026, -0.031, -0.206], [0.033, 0.193, 0.158], [0.072, 0.370, 0.003], [0.433, 0.030, 0.065], [0.714, -0.386, 0.197], [1.775, -0.474, -0.860], [-0.258, 0.080, -1.226], [-0.459, -1.214, -0.927], [-0.781, 1.720, 0.909], [0.164, -0.224, 2.302], [-0.259, 0.157, -0.368], [-0.073, -0.088, 0.358], [-0.263, 0.154, 0.047], [-0.277, 0.348, 0.124], [0.448, -0.449, -0.452], [0.698, -0.869, 0.752], [-0.595, 0.026, -2.298], [-0.777, 0.075, 1.535], [1.139, -1.526, 0.262], [-1.257, 2.335, -0.023], [0.334, -0.109, 0.219], [0.330, 0.077, -0.017], [0.031, -0.072, 0.280], [0.376, 0.240, -0.481], [-0.140, -0.365, -0.247], [-1.574, 0.961, -1.727], [-0.220, -0.561, -0.350], [2.772, 0.204, 2.060], [-0.702, -0.772, -0.553], [0.255, 0.453, -0.599], [-1.016, -0.553, 0.385], [-0.075, -0.166, 0.076], [-0.072, -0.119, 0.615], [0.667, 0.477, -0.171], [0.141, 0.285, 0.163], [-0.264, -1.873, -1.761], [-1.241, 1.573, 0.339], [1.310, 0.574, 0.232], [-1.389, -1.622, -0.631], [0.542, 0.978, -0.305], [-0.948, -0.099, -0.134], [0.533, 0.108, -0.062], [0.456, -0.194, 0.624], [1.075, 0.188, 1.628], [-0.608, -0.697, -0.379], [0.204, 0.328, -0.014], [0.354, 0.746, 0.398], [-1.631, 1.725, 0.172], [1.732, -0.483, -1.721], [-0.897, 0.907, 0.830], [-0.460, -0.105, 0.360], [0.905, -1.822, -0.633], [-0.143, 0.286, -0.437], [0.127, -0.315, 0.208], [0.354, -0.391, 0.870], [0.043, 0.150, 0.808], [-0.031, -0.014, -0.351], [-0.223, -0.224, -0.415], [0.179, 0.367, 0.231], [2.072, -0.026, -2.918], [-0.753, 0.013, 0.575], [-1.190, -1.021, 1.147], [-1.641, 0.284, -0.485], [3.010, 0.450, 0.345], [-0.009, 0.412, -0.899], [-0.312, 0.290, 0.424], [-0.457, -0.345, 0.747], [0.080, -0.407, -0.322], [0.088, -0.117, 0.348], [-0.977, 0.277, 0.778], [0.015, 0.158, 0.199], [0.607, -0.446, -0.563], [1.013, -1.024, -2.568], [-0.909, 0.978, 2.086], [-0.699, -2.063, -0.536], [0.265, 0.485, 0.029], [0.305, -0.395, 0.496], [0.040, 0.155, -0.164], [-0.630, 0.468, 0.824], [0.287, 0.256, -0.028], [-0.351, 0.234, 0.005], [-0.103, 0.663, 0.624], [0.080, 0.590, -0.107], [-0.591, -0.918, 0.436], [0.844, -0.240, -0.876], [-1.052, 1.418, 1.257], [-4.106, -1.987, -2.122], [4.720, 2.341, 1.674], [0.868, -0.102, 0.306], [-0.072, -0.400, -0.403], [-0.008, 0.032, 0.066], [-0.388, -0.672, -0.237], [0.192, 0.091, -0.273], [0.163, 0.409, 0.721], [-0.595, 0.069, -0.531], [0.537, -1.075, 0.134], [-0.170, 1.624, -1.436], [-0.179, 0.440, 1.684], [2.397, -3.499, -4.069], [-2.230, 2.723, 2.932], [-0.176, -0.096, 0.312], [-0.312, -0.297, 0.227], [-0.115, -0.470, -0.283], [0.781, 0.334, 0.448], [-0.572, 0.220, 0.145], [0.240, -0.217, -0.152], [-0.135, 0.097, 0.177]],
  "mulliken_charge": [0.086, -0.898, -0.725, 0.528, -0.793, 0.418, 0.437, 0.466, 0.187, 0.231, -0.957, 0.170, -0.694, -0.001, -0.440, 0.399, 0.513, 0.328, 0.241, 0.421, 0.147, -1.111, -0.410, 0.045, -0.359, 0.205, 0.387, 0.420, 0.196, 0.503, 0.794, -0.877, -0.524, 0.091, -1.412, 0.429, 0.440, 0.403, 0.292, 0.411, -0.665, -0.135, -1.805, 0.523, -0.374, 0.951, 0.647, 0.695, 0.212, -0.159, -1.240, -0.728, 0.812, 0.253, -0.552, 0.285, 0.417, 0.301, 0.296, 0.368, 0.103, -0.270, -0.968, 0.586, -0.175, -0.014, -0.536, 0.483, 0.359, -0.105, -0.734, 0.612, 0.129, 0.431, -1.206, -0.338, -0.623, 0.358, -0.470, 0.281, 0.404, 0.374, 0.241, 0.366, 0.296, 0.337, -0.438, -0.528, -0.568, 0.252, -0.509, 0.342, -0.270, 0.457, 0.019, 0.395, 0.399, 0.412, 0.266, -0.864, -0.483, 0.367, -0.545, 0.602, -0.405, -0.448, 0.375, 0.371, 0.418, 0.281, -0.713, -0.646, -0.643, -0.108, 0.075, 0.284, 0.041, 0.532, 0.386, 0.205, 0.305, 0.373],
  "relative_energy_ev": 4.351,
  "total_charge": 0,
  "e_homo_ev": -7.85,
  "smiles": "c1cc[nH]c1.c1cc[nH]c1.c1cc[nH]c1.c1cc[nH]c1.c1cc[nH]c1.CCCC#N.CCCC#N.CCCC#N.CCCC#N.CCCC#N.CCCC#N",
  "gap_ha": 0.3031,
  "lumo_ev": 0.40
}

---

Record 2
{
  "formula": "C28H44BrCdNOP2",
  "method": "ωB97M-V/def2-TZVPD",
  "species": ["C", "C", "C", "C", "N", "C", "C", "C", "C", "C", "C", "C", "C", "C", "Cd", "P", "H", "H", "H", "H", "H", "H", "H", "H", "C", "C", "H", "H", "H", "H", "H", "C", "C", "H", "H", "H", "H", "H", "C", "C", "H", "H", "H", "H", "H", "Br", "P", "C", "C", "H", "H", "H", "H", "H", "C", "C", "H", "H", "H", "H", "H", "C", "C", "H", "H", "H", "H", "H", "C", "C", "C", "O", "H", "H", "H", "H", "H", "H"],
  "positions_angstrom": [[3.021, 4.977, -0.964], [1.841, 4.590, -1.640], [1.967, 4.245, -3.014], [3.247, 3.868, -3.471], [4.353, 4.067, -2.736], [4.255, 4.617, -1.514], [0.562, 4.518, -0.997], [-0.452, 4.056, -0.458], [-1.412, 3.526, 0.410], [-1.206, 3.562, 1.822], [-1.787, 2.556, 2.615], [-2.192, 1.506, 1.835], [-2.845, 1.592, 0.603], [-2.369, 2.651, -0.180], [-1.421, -0.274, 2.393], [0.882, -0.555, 0.499], [1.115, 4.365, -3.696], [2.942, 5.603, -0.075], [3.364, 3.433, -4.480], [5.185, 4.806, -0.963], [-2.672, 2.739, -1.228], [-0.500, 4.223, 2.345], [-3.664, 0.931, 0.273], [-1.791, 2.574, 3.727], [1.672, -2.224, 0.580], [2.929, -2.517, -0.242], [0.872, -2.920, 0.270], [1.855, -2.429, 1.648], [3.343, -3.484, 0.082], [2.715, -2.584, -1.317], [3.712, -1.760, -0.110], [1.143, 0.045, -1.289], [2.505, 0.521, -1.748], [0.409, 0.858, -1.384], [0.780, -0.767, -1.935], [2.437, 0.849, -2.796], [2.856, 1.385, -1.172], [3.276, -0.257, -1.701], [1.928, 0.572, 1.544], [3.447, 0.410, 1.524], [1.566, 0.401, 2.572], [1.633, 1.604, 1.283], [3.888, 1.226, 2.118], [3.763, -0.546, 1.964], [3.868, 0.464, 0.511], [-3.273, -2.030, 2.480], [-2.046, -2.420, -1.351], [-0.842, -2.939, -2.606], [-1.232, -4.209, -3.332], [0.104, -3.059, -2.052], [-0.706, -2.096, -3.293], [-0.486, -4.410, -4.106], [-1.270, -5.067, -2.655], [-2.202, -4.115, -3.833], [-3.272, -3.691, -0.878], [-4.621, -3.654, -1.576], [-3.400, -3.521, 0.212], [-2.767, -4.657, -1.024], [-5.233, -4.476, -1.183], [-5.152, -2.714, -1.393], [-4.517, -3.807, -2.657], [-3.074, -1.026, -1.970], [-3.445, -1.232, -3.431], [-2.486, -0.112, -1.788], [-3.950, -0.968, -1.302], [-3.993, -0.352, -3.786], [-2.561, -1.370, -4.063], [-4.100, -2.101, -3.567], [1.406, -1.067, 5.734], [0.079, -0.527, 5.283], [-0.553, 0.574, 6.073], [-0.457, -0.984, 4.246], [1.364, -1.315, 6.798], [2.178, -0.301, 5.558], [1.636, -1.960, 5.140], [-0.591, 1.503, 5.473], [-1.605, 0.350, 6.350], [0.046, 0.731, 6.990]],
  "forces_ev_per_a": [[-0.367, -0.423, 0.048], [0.551, 0.836, -1.137], [0.364, -0.278, 0.438], [-0.354, 0.948, 0.291], [-0.155, -0.750, 0.312], [-0.572, 0.401, -0.655], [-1.424, -1.086, 0.702], [2.136, 2.230, -0.698], [0.624, -0.783, -0.023], [-0.157, -0.263, 0.727], [0.796, 1.580, -0.314], [-2.825, 0.440, 0.492], [0.357, 1.608, -1.077], [-0.895, -1.033, 0.671], [0.571, -2.889, 0.072], [0.448, 0.329, -0.278], [0.254, -0.769, 0.424], [0.121, -0.663, 0.160], [0.092, 0.473, 0.606], [-0.364, 0.017, -0.401], [0.255, 0.209, 0.414], [-0.433, 0.107, -0.807], [0.881, 0.021, 0.255], [0.332, -0.181, -1.025], [-0.317, -0.098, 0.066], [0.290, -0.062, -0.011], [0.249, 0.108, 0.255], [-0.140, 0.071, -0.261], [-0.115, 0.307, -0.207], [0.010, 0.022, 0.247], [-0.217, -0.259, 0.030], [-0.904, -0.275, 0.854], [0.513, 0.234, -0.231], [0.110, -0.050, -0.096], [0.054, 0.095, 0.152], [0.009, -0.093, 0.287], [-0.103, -0.133, -0.101], [-0.232, 0.188, 0.005], [-0.230, -0.105, -0.004], [0.322, 0.130, -0.001], [0.094, 0.123, -0.202], [0.051, -0.314, 0.016], [-0.011, -0.352, -0.187], [-0.126, 0.278, -0.077], [-0.146, 0.046, 0.378], [0.189, 0.127, -0.312], [-1.741, 0.172, -0.383], [0.571, 0.345, 0.484], [-0.213, -0.405, -0.358], [-0.128, -0.083, -0.335], [-0.006, -0.078, 0.179], [-0.078, -0.060, 0.130], [0.041, 0.080, -0.166], [0.186, -0.018, 0.130], [0.949, -0.335, 0.870], [-0.284, -0.110, -0.434], [0.075, -0.252, -0.468], [-0.221, 0.167, 0.231], [0.173, 0.269, -0.045], [0.025, -0.258, -0.042], [-0.152, -0.049, 0.315], [0.708, 0.308, 0.907], [-0.240, -0.013, -0.448], [-0.212, -0.131, -0.327], [0.337, -0.084, -0.265], [0.154, -0.154, 0.001], [-0.238, 0.151, 0.064], [0.236, 0.353, 0.014], [-0.419, -0.375, -0.443], [-0.484, -0.513, -1.222], [-0.121, 0.219, 0.547], [1.153, 0.813, 1.326], [0.167, 0.128, -0.091], [-0.218, -0.128, 0.221], [0.054, 0.242, 0.238], [0.209, -0.374, 0.260], [0.629, -0.110, -0.212], [-0.496, 0.213, -0.478]],
  "mulliken_charge": [-0.376, 0.679, -0.357, -0.461, -0.511, -0.422, 0.807, -0.551, 0.011, -0.523, -0.492, -0.728, 0.004, -0.551, 1.230, 0.224, 0.438, 0.475, 0.395, 0.381, 0.514, 0.462, 0.662, 0.575, -0.562, -1.318, 0.355, 0.473, 0.424, 0.267, 0.270, 0.160, -1.267, 0.327, -0.090, 0.440, 0.157, 0.176, 0.052, -1.491, 0.093, 0.274, 0.431, 0.333, 0.280, -0.587, 0.662, -0.326, -1.385, 0.186, 0.487, 0.402, 0.342, 0.314, -0.380, -1.246, 0.135, 0.463, 0.413, 0.301, 0.254, -0.207, -1.156, 0.228, 0.357, 0.406, 0.290, 0.237, -1.220, 0.863, -0.898, -0.569, 0.453, 0.326, 0.317, 0.150, 0.342, 0.378],
  "total_charge": 2,
  "e_homo_ev": [-13.52, -13.55],
  "gap_ha": [0.1947, 0.2056],
  "lumo_ev": [-8.23, -7.95]
}